# 1
Computed, not measured: a cluster of 2 separate species, C4H11N5 in total at a distorted geometry, with ωB97M-V with the def2-TZVPD basis set.

XYZ file:
```
20
Properties=species:S:1:pos:R:3
C -0.309 -0.928 -0.412
C -0.941 1.292 -1.217
C 2.091 -0.620 1.442
C 0.953 -0.715 2.399
N 0.857 0.033 1.209
N -1.658 1.900 -2.140
N -0.263 1.928 -0.305
N -0.352 -2.205 -0.399
N -0.932 -0.107 -1.241
H 2.932 0.052 1.593
H 2.375 -1.503 0.885
H 0.450 -1.665 2.524
H 0.904 -0.101 3.294
H -1.703 2.913 -2.163
H -2.176 1.426 -2.866
H -0.259 2.939 -0.266
H 0.264 1.396 0.416
H 0.165 -2.746 0.290
H -0.897 -2.768 -1.054
H -1.501 -0.521 -1.987
```

Computed properties:
Net charge: +2
HOMO (spin up / spin down) (eV): -18.7748 / -18.7729
Spin multiplicity: 1
LUMO energy (spin up / spin down) (eV): -9.623 / -9.619
HOMO-LUMO gap (spin up / spin down) (eV): 9.152 / 9.154

Results of the Mulliken charge analysis, in e, for atoms 1 through 5: C 0.4355; C 0.6136; C -0.3244; C -0.3688; N -0.3182

---

# 2
Computed, not measured: a cluster of 2 separate species, C10H16 in total at a distorted geometry, with ωB97M-V with the def2-TZVPD basis set.

XYZ file:
```
26
Properties=species:S:1:pos:R:3
C -0.971 -2.770 1.500
C -0.053 -1.888 0.701
C -0.389 -1.558 -0.604
C 0.499 -0.854 -1.422
C 1.652 -0.307 -0.863
C 2.037 -0.710 0.404
C 1.184 -1.480 1.188
H -0.477 -3.142 2.381
H -1.380 -3.559 0.868
H -1.873 -2.253 1.856
H -1.403 -1.646 -0.981
H 0.243 -0.614 -2.443
H 2.251 0.314 -1.520
H 3.015 -0.541 0.827
H 1.528 -1.787 2.168
C 0.236 3.043 -0.496
C -0.952 2.111 -0.366
C -2.256 2.872 -0.113
H 0.365 3.642 0.406
H 1.166 2.621 -0.867
H -0.003 3.833 -1.227
H -1.046 1.616 -1.325
H -0.834 1.305 0.357
H -2.886 2.367 0.616
H -2.046 3.858 0.323
H -2.765 3.139 -1.040
```

Computed properties:
HOMO (eV): -9.0056
Spin multiplicity: 1
LUMO energy (eV): 0.983
HOMO-LUMO gap (eV): 9.989

Results of the Mulliken charge analysis, in e, for atoms 1 through 5: C -1.4182; C 0.8272; C -0.1884; C -0.7360; C -0.4289

---

# 3
Computed, not measured: an isolated molecule of C13H17Cl at a distorted geometry, with ωB97M-V with the def2-TZVPD basis set.

XYZ file:
```
31
Properties=species:S:1:pos:R:3
C -3.114 -1.613 0.591
C -2.524 -1.671 -0.668
C -2.961 -0.553 1.472
C -1.684 -0.678 -1.086
C -2.267 0.506 0.929
C -1.635 0.493 -0.308
C 0.264 1.589 -1.541
C 1.258 1.379 -0.447
C -1.131 1.706 -0.940
C 0.830 -0.523 1.277
C 3.135 0.434 0.692
C 1.956 -0.947 -1.013
C 1.778 0.095 0.139
Cl -1.374 3.161 -0.149
H -3.734 -2.416 1.065
H -2.757 -2.486 -1.325
H -3.370 -0.582 2.437
H -1.299 -0.854 -2.064
H -2.063 1.433 1.577
H 0.615 2.410 -2.146
H 0.213 0.734 -2.258
H 1.381 2.228 0.166
H 0.503 0.222 1.887
H 1.372 -1.174 1.999
H -0.047 -0.918 0.913
H 3.391 1.512 0.552
H 3.059 0.221 1.787
H 3.863 -0.154 0.180
H 2.762 -0.627 -1.659
H 1.065 -1.131 -1.463
H 2.514 -1.796 -0.595
```

Computed properties:
HOMO (spin up / spin down) (eV): -7.0337 / -9.4647
Spin multiplicity: 3
Expectation value of S²: 2.02
LUMO energy (spin up / spin down) (eV): 0.838 / -0.638
HOMO-LUMO gap (spin up / spin down) (eV): 7.872 / 8.827

Results of the Mulliken charge analysis, in e, for atoms 1 through 5: C -0.2066; C -1.0041; C -1.0676; C 0.0058; C 0.1838

---

# 4
Computed, not measured: an isolated molecule of C2H6N2O3 at a distorted geometry, with ωB97M-V with the def2-TZVPD basis set.

XYZ file:
```
13
Properties=species:S:1:pos:R:3
C 1.490 1.015 -0.144
N 0.106 0.459 -0.029
C -0.244 -0.674 0.878
O -0.069 -1.788 0.027
O -1.269 -2.029 -0.700
N -0.908 1.160 -0.707
O -2.079 0.823 -0.553
H 1.432 2.009 -0.579
H 2.031 1.143 0.766
H 2.053 0.394 -0.840
H 0.367 -0.595 1.803
H -1.287 -0.654 1.271
H -1.623 -1.263 -1.195
```

Computed properties:
HOMO (eV): -9.6086
Spin multiplicity: 1
LUMO energy (eV): 0.493
HOMO-LUMO gap (eV): 10.101

Results of the Mulliken charge analysis, in e, for atoms 1 through 5: C -0.8372; N 0.4041; C -0.4465; O -0.2192; O -0.3442

---

# 5
Computed, not measured: a structure of composition C25H32N11O2SSc at a distorted geometry, with ωB97M-V with the def2-TZVPD basis set.

XYZ file:
```
72
Properties=species:S:1:pos:R:3
Sc 0.625 -0.029 0.182
C 1.138 1.086 4.626
C 0.320 2.195 4.750
C -0.573 2.487 3.731
C -0.602 1.674 2.609
N 0.231 0.631 2.461
C 1.061 0.337 3.463
C -1.556 1.891 1.499
C -2.701 2.665 1.646
C -3.562 2.801 0.573
C -3.267 2.157 -0.617
C -2.111 1.393 -0.694
N -1.278 1.263 0.347
C -1.764 0.603 -1.898
C -2.389 0.791 -3.125
C -2.102 -0.075 -4.166
C -1.222 -1.122 -3.940
C -0.620 -1.218 -2.699
N -0.849 -0.358 -1.707
H 1.832 0.809 5.406
H 0.366 2.817 5.634
H -1.223 3.347 3.811
H 1.698 -0.524 3.324
H -2.931 3.133 2.592
H -4.466 3.387 0.667
H -3.944 2.226 -1.454
H -3.091 1.599 -3.271
H -2.576 0.051 -5.130
H -1.012 -1.851 -4.710
H 0.048 -2.041 -2.475
S 3.188 0.158 1.064
C 2.731 1.816 1.119
C 3.457 2.778 1.838
C 2.999 4.074 1.866
C 1.821 4.396 1.179
C 1.158 3.397 0.510
N 1.587 2.121 0.467
H 4.354 2.471 2.357
H 3.538 4.839 2.410
H 1.435 5.405 1.171
H 0.240 3.611 -0.030
N 1.265 2.133 -2.628
N 2.161 1.371 -3.379
C 2.538 0.153 -2.975
N 3.358 -0.541 -3.747
N 2.013 -0.255 -1.795
N 2.240 -1.477 -1.330
O 2.996 -2.304 -1.800
O 1.570 -1.731 -0.301
H 0.724 2.711 -3.258
H 1.767 2.728 -1.978
H 2.625 1.779 -4.175
H 3.729 -0.159 -4.601
H 3.709 -1.422 -3.407
C 0.203 -4.643 0.428
C -1.189 -4.019 0.346
C -2.030 -4.409 1.564
C -1.886 -4.484 -0.929
N -1.066 -2.540 0.208
N -0.538 -1.839 1.351
H 0.122 -5.729 0.390
H 0.721 -4.397 1.358
H 0.818 -4.313 -0.408
H -2.190 -5.487 1.575
H -3.011 -3.927 1.529
H -1.539 -4.147 2.504
H -1.942 -5.571 -0.948
H -1.338 -4.153 -1.813
H -2.905 -4.094 -0.985
H -1.996 -2.171 0.040
H 0.272 -2.378 1.648
H -1.188 -1.879 2.131
```

Computed properties:
Net charge: +2
HOMO (eV): -12.7599
Spin multiplicity: 1
LUMO energy (eV): -6.004
HOMO-LUMO gap (eV): 6.756

Results of the Mulliken charge analysis, in e, for atoms 1 through 5: Sc -0.5972; C -1.0466; C -0.6889; C -1.1991; C 0.4042

---

# 6
Computed, not measured: a cluster of 21 separate species, C16H62N2O22S in total at a distorted geometry, with ωB97M-V with the def2-TZVPD basis set.

XYZ file:
```
103
Properties=species:S:1:pos:R:3
O -2.669 0.215 -1.311
O 1.335 -1.783 -1.167
S -1.012 -2.309 1.029
C -2.176 -0.789 -0.705
C -3.504 -4.717 -1.068
C -4.120 -3.802 -1.906
C -2.547 -4.313 -0.158
C -3.755 -2.445 -1.797
C -2.149 -3.021 -0.093
C -2.716 -2.061 -0.961
N -1.194 -0.821 0.229
N 0.749 0.540 0.395
C -0.698 0.379 0.820
C 1.737 -0.496 -1.747
C 1.014 0.708 -1.059
C 2.274 3.043 3.664
C 2.106 3.603 2.204
C 2.625 1.542 3.698
C 1.160 2.745 1.394
C 1.663 0.718 2.816
C 1.636 1.305 1.370
H 1.055 -1.483 -0.281
H -3.936 -5.675 -1.021
H -4.877 -4.223 -2.560
H -2.079 -5.041 0.439
H -4.259 -1.651 -2.414
H -0.735 0.276 1.928
H -1.270 1.244 0.524
H 1.493 -0.441 -2.822
H 2.806 -0.352 -1.599
H 0.075 0.947 -1.585
H 1.610 1.602 -1.131
H 1.284 3.264 4.044
H 2.902 3.646 4.311
H 1.674 4.611 2.341
H 3.119 3.668 1.722
H 3.670 1.402 3.376
H 2.573 1.266 4.752
H 0.156 2.833 1.714
H 1.143 3.154 0.373
H 0.668 0.744 3.216
H 1.894 -0.389 2.879
H 2.702 1.292 0.894
O -4.014 -7.756 -2.752
H -3.396 -8.557 -2.735
H -4.810 -7.959 -2.161
O -6.737 -0.260 -2.359
H -6.223 0.595 -2.188
H -6.785 -0.777 -1.490
O 0.556 -3.514 -3.347
H 0.707 -2.814 -2.632
H -0.123 -4.178 -2.999
O 6.156 2.516 2.714
H 6.254 1.616 2.263
H 6.434 2.416 3.682
O -0.124 5.727 -0.377
H 0.668 6.220 0.014
H -0.802 5.585 0.360
O 3.940 2.851 -1.614
H 4.559 3.573 -1.270
H 4.283 1.958 -1.284
O -1.451 4.453 3.050
H -1.074 4.301 3.977
H -2.120 3.719 2.857
O -1.062 -5.622 -2.427
H -1.909 -5.216 -2.054
H -1.321 -6.378 -3.048
O -2.147 2.228 -3.175
H -2.437 1.367 -2.730
H -1.142 2.201 -3.289
O 3.133 1.731 -4.332
H 3.558 2.152 -5.148
H 3.267 2.357 -3.548
O -5.718 -8.155 -0.772
H -5.717 -9.110 -1.106
H -5.354 -8.151 0.172
O -4.907 1.647 -1.784
H -4.135 0.998 -1.706
H -5.051 2.076 -0.879
O -0.879 3.538 5.691
H -1.653 2.887 5.678
H -0.303 3.327 6.496
O -4.874 -6.044 -4.555
H -4.429 -6.528 -3.786
H -4.207 -5.391 -4.945
O 0.495 2.551 -3.694
H 1.257 2.090 -4.175
H 0.808 3.474 -3.422
O 4.518 -2.312 -1.288
H 4.271 -2.537 -2.243
H 4.296 -3.111 -0.708
O 5.463 5.193 1.551
H 5.686 4.261 1.876
H 5.285 5.774 2.360
O 5.020 0.549 -0.669
H 4.701 -0.337 -1.040
H 5.401 0.385 0.254
O 4.766 0.592 6.437
H 4.414 0.030 7.201
H 4.472 1.548 6.588
O -3.293 2.429 2.126
H -3.553 3.099 1.414
H -4.048 1.762 2.221
```

Computed properties:
HOMO (eV): -8.3803
Spin multiplicity: 1
LUMO energy (eV): -0.342
HOMO-LUMO gap (eV): 8.039

Results of the Mulliken charge analysis, in e, for atoms 1 through 5: O -0.8489; O -0.7367; S -0.2369; C 0.2295; C -0.4396